Entry 1:
Below is a 12-piece molecular cluster, C36H83F5N23O12Si overall at a distorted geometry, with properties calculated with wB97M-V/def2-TZVPD.

```
160
Properties=species:S:1:pos:R:3:forces:R:3:lowdin_charge:R:1
C -1.479 0.661 -7.635 0.03 -0.60 -0.16 -0.2040
Si -1.186 -0.181 -5.934 -1.39 0.17 0.23 0.5478
C -2.953 -0.503 -5.186 -0.45 -0.41 -0.46 -0.2183
C -0.356 -1.896 -6.157 0.49 -0.74 -0.37 -0.2631
C 0.954 -2.149 -5.258 0.75 -1.00 -0.50 -0.2436
C 0.791 -3.261 -4.111 0.47 0.35 0.47 -0.2063
C -0.552 -3.159 -3.243 0.01 -1.12 0.58 -0.2009
C -0.398 -2.397 -1.839 -0.71 -0.11 0.16 -0.1904
C -1.845 -1.858 -1.368 -0.10 -0.08 0.70 -0.2146
C -2.308 -2.374 0.078 -0.55 1.41 0.06 -0.1940
C -1.341 -1.747 1.217 -0.64 -0.31 -0.05 -0.1426
C -2.144 -0.882 2.312 -0.15 1.21 2.28 -0.1844
C -1.811 0.694 2.443 0.30 -0.84 0.58 0.1483
N -1.523 1.060 3.683 -0.94 -1.22 -1.98 -0.0942
O -1.226 2.354 3.957 0.19 0.19 0.73 0.0673
C -1.515 0.001 4.747 0.23 -1.87 0.94 -0.1854
C -0.136 -0.082 5.569 0.66 0.16 -0.18 -0.1255
C 1.178 0.240 4.699 0.40 -0.46 0.58 -0.1619
C 2.431 0.638 5.665 -0.49 -0.01 -1.50 -0.0485
C 3.456 1.510 4.767 0.89 -1.21 1.23 -0.2997
F 3.553 1.043 3.433 -0.37 1.15 2.61 0.0681
F 4.770 1.354 5.339 -2.60 0.59 -1.23 0.0406
C 3.146 3.079 4.780 0.58 2.46 -0.98 -0.3157
F 2.963 3.616 6.083 0.40 -1.62 -3.25 0.0919
F 4.238 3.747 4.174 -2.61 -1.46 1.61 0.0968
F 2.000 3.438 4.002 2.46 -1.17 2.05 0.0713
C -1.899 -1.301 3.872 -0.39 0.31 0.67 -0.0560
C -0.301 0.979 -4.687 2.38 2.21 1.87 -0.2260
C -0.863 1.237 -3.263 3.36 1.52 -1.32 -0.0862
C -0.069 2.147 -2.295 0.80 -1.25 -3.67 -0.0915
C 1.256 2.771 -2.794 -0.94 -1.30 -1.47 -0.1003
C 1.861 2.571 -4.212 -4.05 -2.27 0.95 -0.0451
C 1.041 1.635 -5.173 -0.87 0.99 3.69 -0.0475
H -1.786 -0.193 -8.355 0.61 1.42 0.95 0.0568
H -0.529 1.172 -8.027 -1.73 -0.67 0.38 0.0198
H -2.378 1.358 -7.562 1.37 -0.63 -0.16 0.0451
H -2.928 -1.123 -4.228 -0.13 0.99 -1.13 0.0027
H -3.491 -1.151 -5.974 0.62 0.97 1.17 0.0486
H -3.546 0.469 -5.059 0.79 -1.45 -0.02 0.0458
H -0.097 -1.983 -7.283 -0.24 0.12 1.78 0.0866
H -1.137 -2.729 -5.973 1.14 1.31 -0.20 0.0770
H 1.399 -1.215 -4.779 -0.90 -1.02 -0.75 0.0875
H 1.766 -2.550 -5.979 -1.13 0.70 1.25 0.1119
H 1.666 -3.087 -3.370 -1.25 -0.33 -1.12 0.1092
H 0.975 -4.324 -4.527 -0.68 1.70 0.55 0.0986
H -0.859 -4.255 -2.986 0.41 2.08 -0.47 0.0956
H -1.448 -2.706 -3.783 1.45 -0.46 0.38 0.0754
H 0.303 -1.496 -1.862 -0.76 -1.27 -0.28 0.1068
H -0.003 -3.127 -1.038 -0.46 1.04 -1.23 0.1096
H -2.683 -2.142 -2.104 1.42 0.53 0.94 0.1081
H -1.765 -0.707 -1.286 -0.43 -1.77 -0.27 0.0910
H -2.441 -3.507 0.160 0.55 1.54 -0.17 0.1178
H -3.355 -1.923 0.284 1.51 -0.82 -0.46 0.1073
H -0.579 -1.051 0.728 -0.78 -1.17 0.63 0.1157
H -0.832 -2.639 1.737 -0.48 1.73 -0.55 0.1216
H -3.297 -0.904 2.267 1.79 -0.05 -0.71 0.1577
H -1.817 1.435 1.562 0.10 -1.02 1.79 0.1838
H -1.069 2.422 4.931 -0.21 -0.35 -0.75 0.1372
H -2.308 0.085 5.583 0.76 0.71 -1.86 0.1664
H -0.185 0.623 6.485 -0.02 -0.96 -1.46 0.1244
H -0.012 -1.160 5.990 -0.51 1.78 -0.68 0.1135
H 1.460 -0.718 4.139 -0.38 1.52 0.55 0.1303
H 1.049 1.094 3.951 -0.06 -1.23 1.01 0.1003
H 2.026 1.220 6.558 0.91 -0.53 -1.24 0.1271
H 2.980 -0.291 6.028 -0.65 1.34 -0.52 0.1322
H -1.069 -2.068 4.023 -1.35 0.82 -0.34 0.1246
H -2.921 -1.611 4.312 1.88 -0.04 -0.75 0.1226
H -1.855 0.732 -2.991 1.72 0.98 -0.32 0.0698
H -0.497 2.286 -1.241 0.99 0.07 -1.72 0.0679
H 1.855 3.425 -2.068 -1.07 -1.01 -1.15 0.0809
H 2.855 3.042 -4.525 -1.60 -0.83 0.63 0.0805
H 1.430 1.425 -6.234 -0.70 0.36 1.84 0.1013
C 0.196 -6.785 -1.898 0.01 0.02 -0.14 -0.6785
O -0.229 -6.288 -2.931 -0.04 -0.28 -0.10 -0.0032
N 1.433 -6.517 -1.415 0.58 0.40 -0.04 0.1644
N -0.533 -7.647 -1.146 -0.62 -0.34 0.14 0.1562
H 1.802 -6.913 -0.570 -0.05 0.00 -0.08 0.0982
H 2.005 -5.880 -1.946 -0.08 -0.12 0.08 0.1104
H -1.459 -7.871 -1.473 0.16 0.02 0.09 0.1093
H -0.202 -8.065 -0.296 0.00 0.03 -0.09 0.0973
C -3.035 4.816 6.458 -0.47 0.21 0.45 -0.6888
O -3.711 3.794 6.435 0.23 -0.32 -0.14 0.0016
N -3.301 5.852 7.284 -0.17 -0.10 0.52 0.1803
N -1.956 4.994 5.652 0.79 -0.40 -0.51 0.1611
H -2.756 6.698 7.315 -0.13 0.21 -0.26 0.0720
H -4.097 5.759 7.900 -0.08 0.13 0.00 0.0756
H -1.728 4.244 5.023 -0.24 0.51 -0.06 0.0597
H -1.385 5.821 5.653 -0.12 0.02 -0.01 0.1068
C -3.435 9.669 7.545 -0.03 -0.01 -0.12 -0.6921
O -2.670 9.003 6.860 0.08 -0.25 0.08 -0.0013
N -4.488 10.339 7.020 -0.30 0.17 -0.54 0.1588
N -3.294 9.794 8.887 0.35 -0.17 0.60 0.1553
H -5.127 10.891 7.563 0.07 -0.06 -0.02 0.0999
H -4.626 10.270 6.025 0.00 0.02 0.19 0.1119
H -2.522 9.311 9.315 -0.14 0.15 -0.05 0.1041
H -3.911 10.336 9.466 0.03 -0.06 -0.07 0.0990
C 5.726 2.189 -3.162 0.13 0.07 -0.36 -0.6926
O 5.210 2.453 -4.238 -0.06 0.04 0.11 0.0158
N 7.068 2.168 -2.979 0.50 0.17 -0.31 0.1591
N 4.996 1.893 -2.055 -0.79 -0.10 0.51 0.1507
H 7.509 1.954 -2.104 -0.04 -0.04 -0.10 0.0928
H 7.646 2.383 -3.779 0.15 -0.06 0.18 0.0824
H 3.992 1.897 -2.152 0.16 -0.06 0.00 0.0772
H 5.398 1.673 -1.163 0.01 0.02 -0.11 0.0901
C 10.657 3.833 -4.097 -0.15 -0.23 -0.12 -0.6926
O 9.958 2.855 -4.318 -0.07 0.03 0.08 0.0169
N 10.434 4.672 -3.054 -0.34 0.23 0.64 0.1505
N 11.716 4.164 -4.875 0.44 -0.11 -0.53 0.1524
H 10.997 5.479 -2.856 -0.04 -0.07 -0.04 0.0962
H 9.656 4.459 -2.452 0.14 0.09 -0.13 0.1020
H 11.914 3.565 -5.660 -0.03 0.12 0.14 0.1103
H 12.303 4.962 -4.711 -0.07 -0.06 0.00 0.0967
C -4.861 5.704 10.799 -0.17 0.05 -0.19 -0.6912
O -5.396 5.965 9.730 0.14 -0.02 -0.06 0.0177
N -3.514 5.698 10.961 0.73 0.11 -0.22 0.1543
N -5.569 5.399 11.914 -0.60 -0.12 0.33 0.1538
H -3.057 5.487 11.829 -0.07 0.02 -0.06 0.0968
H -2.954 5.920 10.154 -0.07 -0.10 0.14 0.0908
H -6.573 5.393 11.833 0.18 0.00 0.03 0.1110
H -5.150 5.182 12.800 -0.02 0.04 -0.08 0.0973
C 0.764 -3.844 7.710 -0.05 -0.02 -0.04 -0.6886
O 0.327 -3.354 6.675 -0.02 0.18 -0.09 -0.0040
N 2.007 -3.575 8.178 0.56 0.37 -0.06 0.1575
N 0.042 -4.697 8.475 -0.58 -0.29 0.08 0.1573
H 2.383 -3.966 9.023 -0.04 0.01 -0.07 0.1021
H 2.575 -2.945 7.636 -0.06 -0.17 0.12 0.1021
H -0.887 -4.922 8.159 0.18 0.01 0.07 0.1103
H 0.381 -5.109 9.325 0.00 0.03 -0.08 0.1014
C -0.532 2.731 -10.864 0.16 -0.30 0.24 -0.6860
O -0.127 1.898 -10.067 0.07 0.18 -0.24 0.0067
N -0.694 4.037 -10.538 0.00 0.63 0.46 0.1508
N -0.855 2.421 -12.144 -0.11 -0.44 -0.59 0.1508
H -1.025 4.736 -11.177 0.03 -0.08 0.04 0.0943
H -0.464 4.307 -9.595 -0.04 -0.04 -0.19 0.1080
H -0.748 1.459 -12.424 -0.02 0.18 0.04 0.1092
H -1.189 3.089 -12.814 0.03 -0.04 0.08 0.0947
C -0.779 -7.332 -7.085 -0.02 0.23 -0.13 -0.6717
O -0.720 -7.342 -8.307 -0.03 0.01 0.13 0.0166
N -0.852 -8.468 -6.347 0.02 -0.85 0.10 0.1586
N -0.778 -6.188 -6.363 -0.02 0.68 0.05 0.1729
H -0.902 -8.481 -5.344 0.03 0.11 -0.07 0.0912
H -0.856 -9.342 -6.848 -0.05 0.16 0.10 0.1073
H -0.724 -5.322 -6.875 0.00 -0.15 0.08 0.1036
H -0.826 -6.160 -5.359 0.07 -0.04 0.06 0.0703
C -5.126 -0.653 6.880 -0.09 0.26 0.02 -0.7013
O -5.072 -0.672 5.657 0.31 -0.11 -0.16 0.0003
N -5.194 -1.783 7.627 0.07 -0.79 0.04 0.1509
N -5.122 0.500 7.592 0.12 0.58 -0.13 0.1647
H -5.239 -1.789 8.630 -0.04 0.04 -0.09 0.0962
H -5.199 -2.660 7.133 -0.06 0.16 0.12 0.1065
H -5.072 1.363 7.071 0.01 -0.01 0.14 0.0999
H -5.166 0.538 8.594 -0.03 -0.02 -0.09 0.0990
C 1.132 -9.084 -11.076 -0.40 0.30 0.06 -0.7040
O 0.302 -8.513 -11.766 0.18 -0.14 -0.04 0.0223
N 2.122 -9.850 -11.606 0.54 -0.45 -0.69 0.1351
N 1.139 -9.004 -9.722 -0.23 0.10 0.50 0.1500
H 2.813 -10.328 -11.058 -0.08 0.07 -0.02 0.0862
H 2.150 -9.934 -12.609 0.00 0.01 0.20 0.1012
H 0.416 -8.441 -9.286 0.06 0.03 0.01 0.0479
H 1.813 -9.467 -9.141 0.02 0.02 -0.16 0.0881
```
Forces are in eV/Å.

Highest occupied orbital energy: -0.3558 hartree
Total charge: +1
E_LUMO: -3.1 eV
Maximum force: 0.0921 hartree/bohr

Entry 2:
Below is C41H44N11O6STa as an isolated structure, with properties calculated with wB97M-V/def2-TZVPD.

```
104
Properties=species:S:1:pos:R:3:forces:R:3:lowdin_charge:R:1
Ta -0.503 -0.528 0.419 0.56 0.51 -0.01 1.6554
N 2.935 3.430 2.338 0.01 0.07 0.01 0.1384
C 2.624 2.143 2.137 -0.10 -0.01 -0.04 -0.1257
N 1.423 1.660 2.093 0.05 0.00 0.11 0.1354
C 0.370 2.515 2.304 0.11 0.10 -0.16 -0.2851
N -0.856 2.118 2.439 -0.28 -0.03 -0.31 0.0955
N -1.159 0.804 2.163 0.37 -0.18 -0.01 -0.1430
C -2.009 0.262 2.947 0.03 -0.27 0.14 -0.0768
C -2.526 -1.087 2.686 0.13 0.10 0.06 -0.2869
C -3.550 -1.606 3.456 0.00 -0.04 0.12 0.0237
C -3.978 -2.902 3.215 -0.04 -0.02 0.00 -0.0037
C -3.358 -3.645 2.224 -0.01 -0.03 0.02 -0.0105
C -2.355 -3.051 1.479 0.00 0.15 0.02 -0.0995
N -1.956 -1.794 1.690 -0.31 -0.21 0.17 -0.0865
C 0.615 3.956 2.397 -0.06 -0.08 0.10 -0.0939
C -0.413 4.905 2.465 -0.01 -0.03 0.01 -0.0117
C -0.114 6.242 2.579 0.04 0.01 0.00 -0.0501
C 1.222 6.661 2.631 -0.03 0.03 0.01 -0.0436
C 2.247 5.746 2.558 0.02 0.02 -0.02 -0.0005
C 1.935 4.393 2.437 0.13 0.01 0.00 -0.1728
H 3.902 3.708 2.406 -0.02 -0.01 -0.03 0.1656
H 3.467 1.473 2.000 -0.01 -0.01 0.04 0.1359
H -2.328 0.776 3.847 -0.13 0.17 -0.15 0.1505
H -3.997 -1.002 4.234 0.01 -0.02 0.00 0.1326
H -4.783 -3.328 3.800 0.02 -0.01 0.01 0.1286
H -3.641 -4.669 2.028 -0.01 0.02 -0.01 0.1226
H -1.840 -3.588 0.695 0.00 -0.01 -0.06 0.1126
H -1.437 4.558 2.440 0.00 0.01 0.01 0.1131
H -0.908 6.974 2.639 0.01 0.00 0.00 0.1149
H 1.453 7.713 2.729 -0.01 -0.01 0.00 0.1192
H 3.281 6.069 2.587 -0.02 -0.01 0.02 0.1231
N -1.071 1.072 -4.074 -0.40 0.10 0.01 0.2654
C -0.974 -0.363 -3.619 -0.13 -0.12 0.17 -0.3043
C -2.054 -1.238 -4.235 0.01 0.05 0.02 -0.0885
C -2.025 -2.623 -3.572 -0.02 0.00 0.02 -0.3624
N -2.407 -2.551 -2.153 0.13 -0.09 -0.11 0.0435
C -0.621 -3.212 -3.701 -0.02 0.03 0.12 -0.0983
C 0.513 -2.285 -3.257 0.17 0.09 -0.09 -0.3350
N 0.592 -2.082 -1.798 -0.44 -0.14 -0.05 0.0372
C 0.395 -0.918 -3.930 0.10 -0.01 -0.08 -0.0924
H -2.009 1.454 -3.869 0.12 -0.09 -0.01 0.1448
H -0.890 1.167 -5.076 -0.03 -0.02 0.00 0.1805
H -0.385 1.644 -3.571 0.13 0.02 0.05 0.1315
H -1.117 -0.331 -2.540 -0.05 0.13 0.00 0.0856
H -1.855 -1.377 -5.303 -0.05 0.05 -0.01 0.1372
H -3.042 -0.788 -4.139 -0.05 0.03 0.07 0.1084
H -2.720 -3.259 -4.127 0.05 -0.01 -0.12 0.1456
H -2.441 -3.503 -1.801 -0.05 0.01 0.04 0.0785
H -3.344 -2.176 -2.042 0.05 0.05 0.01 0.0595
H -0.450 -3.446 -4.755 0.02 -0.04 0.01 0.1326
H -0.558 -4.163 -3.164 -0.01 0.03 0.00 0.1274
H 1.444 -2.742 -3.604 0.03 0.00 -0.03 0.1501
H 1.509 -1.703 -1.587 0.02 0.02 0.08 0.0512
H 0.568 -2.985 -1.338 -0.02 0.00 0.01 0.0748
H 0.511 -1.047 -5.012 0.04 0.07 0.00 0.1395
H 1.192 -0.254 -3.577 -0.02 -0.02 0.02 0.1183
S -2.889 0.179 -0.181 0.55 -0.60 -0.14 0.6653
C -3.340 1.455 -1.328 0.00 0.11 0.01 -0.6388
C -3.090 2.801 -1.072 -0.07 0.08 -0.02 -0.1387
C -3.553 3.780 -1.943 0.02 -0.02 0.06 -0.0702
C -4.300 3.435 -3.061 0.01 -0.04 -0.01 -0.0741
C -4.629 2.101 -3.276 0.09 -0.06 0.00 -0.0830
C -4.161 1.119 -2.408 0.08 0.06 -0.07 -0.1546
H -2.552 3.080 -0.175 -0.05 0.00 -0.02 0.0969
H -3.354 4.822 -1.728 0.02 0.00 -0.01 0.1164
H -4.663 4.201 -3.734 -0.02 -0.01 0.02 0.1124
H -5.277 1.826 -4.101 0.01 0.00 0.03 0.1136
H -4.488 0.094 -2.520 0.06 -0.06 -0.08 0.0922
O 0.737 -2.476 0.708 -0.49 0.51 -0.05 -0.1261
C 1.003 -2.179 1.918 -0.08 0.09 -0.11 -0.5661
O 0.569 -1.076 2.339 0.07 0.09 -0.25 -0.0824
C 1.774 -3.093 2.779 0.01 0.01 0.00 -0.0926
C 1.794 -2.893 4.155 -0.02 0.08 -0.04 0.0925
C 2.521 -3.769 4.931 0.02 0.00 0.10 -0.0904
C 3.240 -4.822 4.400 0.01 -0.02 0.04 0.1132
C 3.196 -4.981 3.030 0.07 -0.09 -0.05 -0.0914
C 2.475 -4.146 2.205 -0.05 -0.03 -0.05 0.0869
N 3.956 -6.097 2.418 -0.02 0.03 0.03 -0.3471
O 3.919 -6.187 1.210 -0.03 0.02 -0.10 0.0953
O 4.554 -6.831 3.166 0.03 -0.03 0.07 0.1237
N 2.537 -3.570 6.401 0.03 -0.03 -0.04 -0.3476
O 3.261 -4.290 7.043 0.04 -0.06 0.02 0.1218
O 1.820 -2.699 6.843 -0.07 0.09 -0.01 0.0994
H 1.257 -2.075 4.614 0.01 -0.01 0.00 0.1385
H 3.811 -5.491 5.028 -0.01 0.00 0.00 0.1446
H 2.465 -4.317 1.138 0.00 0.01 0.02 0.1353
C 3.368 -0.397 -0.520 0.00 0.00 -0.09 -0.0382
C 2.845 0.736 -1.369 0.07 -0.05 0.08 -0.2239
C 3.713 1.338 -2.273 0.02 0.03 0.01 -0.0394
C 3.349 2.473 -2.977 0.00 0.00 -0.02 -0.0577
C 2.120 3.062 -2.722 0.00 0.03 -0.09 -0.0469
C 1.220 2.490 -1.831 -0.06 0.11 -0.06 -0.2466
C -0.029 3.233 -1.448 0.05 -0.11 -0.02 -0.0441
C 1.550 1.270 -1.221 -0.21 -0.29 0.37 -0.2823
N 0.592 0.574 -0.473 -0.06 -0.24 0.37 -0.1646
H 4.188 -0.033 0.104 0.00 0.00 -0.03 0.0878
H 3.790 -1.202 -1.128 -0.05 -0.01 0.00 0.0949
H 2.614 -0.808 0.145 -0.07 -0.02 0.01 0.0414
H 4.704 0.917 -2.405 -0.02 0.00 -0.01 0.1248
H 4.036 2.922 -3.682 -0.01 0.00 0.01 0.1144
H 1.857 3.999 -3.201 0.02 0.01 0.01 0.1217
H -0.567 3.622 -2.316 -0.02 0.04 0.02 0.0812
H 0.236 4.096 -0.831 -0.02 0.02 0.00 0.0992
H -0.702 2.608 -0.868 0.13 0.01 -0.07 0.0261
```
Forces are in eV/Å.

Highest occupied orbital energy: -0.4752 hartree
Total charge: +2
E_LUMO: -5.7 eV
Maximum force: 0.0162 hartree/bohr
Energy relative to the best compared isomer or geometry (same formula, charge and spin): 1.6941 eV